No. 1
Below is a 13-piece molecular cluster, C38H108N6O13 overall at a distorted geometry, with properties calculated with wB97M-V/def2-TZVPD.

The calculation puts the HOMO energy at -9.1 eV. For the relative energy (zero: lowest compared OMol25 entry of this formula, charge and spin), the calculation gives 523.8 kJ/mol.

Last column: Löwdin charge in e.
Positions of all 165 atoms, in Å:
1 C -0.282 -5.257 -5.411  -0.09
2 C -0.593 -3.938 -4.809  -0.42
3 C -2.059 -3.368 -5.080  -0.15
4 O -2.154 -3.074 -6.491  -0.18
5 C -2.880 -3.991 -7.253  -0.14
6 N -0.332 -3.987 -3.343  0.03
7 H 0.710 -5.659 -5.205  0.08
8 H -0.206 -5.113 -6.489  0.07
9 H -0.977 -6.086 -5.278  0.08
10 H 0.207 -3.281 -5.149  0.13
11 H -2.204 -2.480 -4.465  0.11
12 H -2.751 -4.117 -4.695  0.12
13 H -2.759 -3.839 -8.326  0.09
14 H -3.951 -3.921 -7.062  0.08
15 H -2.668 -5.040 -7.049  0.08
16 H -0.464 -3.074 -2.931  0.06
17 H -1.122 -4.492 -2.968  0.06
18 C -5.138 -4.303 -0.422  -0.05
19 C -4.866 -5.760 0.133  -0.42
20 C -5.932 -6.779 -0.297  -0.18
21 O -5.771 -8.011 0.444  -0.20
22 C -6.575 -9.070 0.028  -0.13
23 N -3.514 -6.198 -0.258  0.03
24 H -6.182 -4.003 -0.328  0.06
25 H -5.071 -4.365 -1.508  0.07
26 H -4.461 -3.588 0.045  0.07
27 H -4.898 -5.682 1.220  0.13
28 H -5.818 -6.992 -1.360  0.13
29 H -6.872 -6.292 -0.034  0.12
30 H -6.376 -9.916 0.687  0.09
31 H -6.310 -9.391 -0.980  0.08
32 H -7.614 -8.745 0.081  0.09
33 H -2.840 -5.678 0.286  0.06
34 H -3.359 -7.124 0.113  0.06
35 C -7.176 5.007 -0.973  -0.07
36 C -8.333 4.020 -0.683  -0.42
37 C -8.043 3.232 0.631  -0.21
38 O -6.989 2.306 0.416  -0.18
39 C -6.674 1.655 1.621  -0.13
40 N -9.643 4.686 -0.610  0.04
41 H -6.204 4.551 -1.161  0.08
42 H -7.065 5.582 -0.054  0.07
43 H -7.494 5.636 -1.804  0.07
44 H -8.267 3.331 -1.525  0.13
45 H -8.869 2.580 0.917  0.12
46 H -7.917 3.922 1.465  0.12
47 H -7.458 0.978 1.960  0.08
48 H -6.477 2.322 2.460  0.08
49 H -5.761 1.069 1.517  0.09
50 H -9.497 5.459 0.023  0.06
51 H -9.641 5.195 -1.482  0.06
52 C 6.182 -0.628 7.671  -0.08
53 C 5.966 -0.821 6.222  -0.43
54 C 4.456 -1.149 5.756  -0.14
55 O 4.377 -1.202 4.297  -0.21
56 C 4.965 -2.351 3.774  -0.14
57 N 6.407 0.360 5.459  0.04
58 H 7.218 -0.408 7.927  0.08
59 H 6.022 -1.559 8.216  0.08
60 H 5.502 0.117 8.083  0.08
61 H 6.545 -1.666 5.849  0.12
62 H 3.729 -0.389 6.041  0.12
63 H 4.022 -2.020 6.246  0.11
64 H 4.727 -2.495 2.720  0.09
65 H 4.668 -3.267 4.284  0.09
66 H 6.054 -2.297 3.802  0.08
67 H 5.874 0.199 4.616  0.05
68 H 5.941 1.186 5.806  0.07
69 C 2.335 0.551 -2.036  -0.07
70 C 1.762 1.253 -0.783  -0.41
71 C 0.736 0.396 0.023  -0.16
72 O -0.437 0.132 -0.816  -0.20
73 C -1.356 1.225 -0.922  -0.11
74 N 2.927 1.582 0.082  0.03
75 H 2.709 -0.430 -1.744  0.07
76 H 3.266 1.030 -2.340  0.07
77 H 1.669 0.493 -2.897  0.07
78 H 1.308 2.135 -1.235  0.12
79 H 0.568 0.933 0.957  0.11
80 H 1.166 -0.548 0.356  0.12
81 H -1.641 1.559 0.076  0.08
82 H -2.168 0.931 -1.587  0.09
83 H -0.958 2.148 -1.343  0.07
84 H 3.243 0.790 0.622  0.06
85 H 2.696 2.154 0.882  0.06
86 C -1.600 -2.863 5.004  -0.04
87 C -2.639 -2.197 6.009  -0.41
88 C -2.517 -2.760 7.467  -0.19
89 O -1.325 -2.299 8.092  -0.22
90 C -0.844 -3.082 9.178  -0.10
91 N -2.381 -0.796 6.019  0.02
92 H -1.513 -3.928 5.219  0.06
93 H -0.586 -2.496 5.158  0.07
94 H -1.913 -2.803 3.961  0.07
95 H -3.655 -2.259 5.619  0.13
96 H -2.570 -3.849 7.454  0.12
97 H -3.281 -2.275 8.075  0.12
98 H 0.061 -2.564 9.498  0.09
99 H -0.731 -4.128 8.894  0.09
100 H -1.498 -3.058 10.049  0.08
101 H -2.992 -0.292 6.645  0.07
102 H -1.505 -0.817 6.521  0.06
103 C 7.858 -3.377 -5.026  -0.09
104 C 6.817 -2.989 -3.958  -0.34
105 O 6.990 -3.800 -2.824  -0.06
106 H 7.890 -2.686 -5.868  0.07
107 H 7.558 -4.335 -5.451  0.07
108 H 8.865 -3.450 -4.614  0.07
109 H 5.806 -2.930 -4.361  0.11
110 H 6.969 -1.940 -3.703  0.10
111 H 6.102 -4.125 -2.655  0.08
112 C 9.534 1.590 0.014  -0.09
113 C 9.096 0.390 0.834  -0.35
114 O 9.642 0.434 2.112  -0.07
115 H 10.617 1.701 0.065  0.07
116 H 9.090 2.491 0.439  0.07
117 H 9.171 1.483 -1.008  0.07
118 H 9.399 -0.497 0.279  0.11
119 H 8.015 0.431 0.964  0.11
120 H 8.992 0.509 2.814  0.08
121 C 7.533 6.433 -2.767  -0.09
122 C 6.321 5.550 -2.766  -0.34
123 O 5.801 5.537 -1.453  -0.10
124 H 8.326 6.051 -2.124  0.08
125 H 7.261 7.464 -2.541  0.08
126 H 7.950 6.402 -3.773  0.07
127 H 6.483 4.506 -3.035  0.11
128 H 5.503 5.918 -3.385  0.11
129 H 5.365 4.711 -1.229  0.08
130 C 0.579 4.143 -6.079  -0.07
131 C 0.681 3.394 -7.445  -0.32
132 O 2.022 3.413 -7.946  -0.09
133 H 0.708 5.221 -6.180  0.07
134 H 1.385 3.664 -5.523  0.07
135 H -0.408 4.016 -5.635  0.07
136 H 0.078 3.921 -8.184  0.09
137 H 0.273 2.388 -7.537  0.10
138 H 2.046 3.045 -8.832  0.08
139 C 0.713 6.467 0.513  -0.09
140 C -0.255 7.491 1.153  -0.30
141 O -0.248 7.253 2.561  -0.09
142 H 0.603 5.387 0.609  0.06
143 H 1.718 6.627 0.904  0.07
144 H 0.786 6.654 -0.558  0.07
145 H -1.252 7.394 0.724  0.11
146 H 0.166 8.484 0.992  0.11
147 H -0.972 7.809 2.859  0.07
148 C 1.112 3.174 6.922  -0.10
149 C 1.021 3.215 5.407  -0.30
150 O 2.275 3.689 4.886  -0.09
151 H 0.402 2.482 7.373  0.06
152 H 0.860 4.120 7.403  0.07
153 H 2.116 2.904 7.249  0.07
154 H 0.184 3.805 5.034  0.11
155 H 0.825 2.195 5.074  0.10
156 H 2.277 4.612 4.623  0.08
157 C -5.901 1.155 -6.040  -0.09
158 C -7.142 0.266 -6.153  -0.33
159 O -8.024 0.898 -7.039  -0.08
160 H -5.260 0.933 -5.187  0.07
161 H -6.248 2.185 -5.949  0.07
162 H -5.358 1.193 -6.985  0.07
163 H -7.532 0.144 -5.142  0.11
164 H -6.933 -0.759 -6.459  0.10
165 H -7.643 1.147 -7.884  0.08



No. 2
Below is CH2CaLiO as an isolated structure at a distorted geometry, with properties calculated with wB97M-V/def2-TZVPD.

The calculation puts the HOMO energy at -11.7 eV. As for the total charge: +1. For the relative energy (zero: lowest compared OMol25 entry of this formula, charge and spin), the calculation gives 50.8 kJ/mol.

Last column: Löwdin charge in e.
Positions of all 6 atoms, in Å:
1 H 0.417 -1.128 1.226  -0.13
2 O 0.225 1.298 1.711  -0.67
3 C 1.146 1.024 0.827  -0.26
4 Li 0.353 2.848 0.521  0.74
5 Ca -0.892 -0.339 2.654  1.36
6 H 1.909 0.336 1.272  -0.03



No. 3
Below is C2HF2NO3S as an isolated structure at a distorted geometry, with properties calculated with wB97M-V/def2-TZVPD.

The calculation puts the HOMO energy at -8.9 eV. For the relative energy (zero: lowest compared OMol25 entry of this formula, charge and spin), the calculation gives 373.4 kJ/mol.

Last column: Löwdin charge in e.
Positions of all 10 atoms, in Å:
1 C -1.529 0.287 0.535  -0.33
2 C -1.311 -0.987 0.102  -0.23
3 N 1.985 0.237 0.713  -0.10
4 O -2.173 0.848 1.391  0.14
5 O 1.577 0.753 -1.715  -0.21
6 O -0.194 1.070 0.066  -0.18
7 F -0.079 -1.209 -0.625  -0.05
8 F -2.316 -1.695 -0.411  0.11
9 S 1.059 0.479 -0.431  0.77
10 H 2.981 0.217 0.374  0.08



no.,HOMO-LUMO gap (eV)
1,9.21
2,6.87
3,7.52